No. 1
C19H40N5O7 | ωB97M-V/def2-TZVPD

The geometry in XYZ format:
```
71
Properties=species:S:1:pos:R:3
C -3.133 -3.448 1.438
N -1.963 -2.858 0.553
H -1.665 -3.426 -0.176
C -2.331 -1.603 -0.109
H -1.495 -1.548 -0.879
C -3.714 -1.484 -0.900
C -3.796 -2.544 -1.927
H -2.812 -2.363 -2.800
H -3.890 -3.394 -1.788
H -4.507 -2.248 -2.760
C -3.643 0.230 -1.514
H -2.828 0.202 -2.311
H -4.474 0.087 -2.199
O -3.488 1.114 -0.487
C -2.436 0.882 0.208
O -1.255 1.023 -0.180
C -0.840 2.133 -0.901
C 0.568 2.087 -1.264
C 1.618 2.249 -0.151
H 2.241 2.973 -0.110
C 0.668 2.481 1.088
N 1.505 2.530 2.492
H 2.485 3.039 2.191
H 1.128 2.936 3.312
C -0.010 3.974 0.688
C -1.028 3.617 -0.139
N -1.172 4.590 -0.960
H -1.973 4.927 -1.573
H -0.451 4.793 -1.453
H -2.049 3.463 0.437
H -0.441 4.290 1.802
H 0.653 4.536 0.433
H -0.011 1.759 1.379
O 2.277 0.849 0.067
C 1.631 -0.350 0.100
O 2.160 -0.875 -0.912
C 3.559 -1.308 -1.076
H 4.044 -0.327 -0.722
C 3.921 -1.939 0.426
H 3.375 -2.848 0.549
C 3.544 -1.224 1.758
C 1.818 -0.902 1.691
N 1.265 -0.214 2.575
H 0.281 -0.345 2.463
H 1.522 -0.494 3.381
H 1.813 0.852 2.480
H 1.559 -2.067 1.469
H 3.841 -1.793 2.575
H 3.970 -0.075 1.474
H 4.890 -2.031 0.462
C 3.914 -2.140 -2.156
N 5.346 -2.371 -2.181
H 5.748 -3.037 -2.936
H 5.881 -1.640 -2.255
H 3.507 -3.223 -1.880
H 3.532 -1.611 -2.804
H 0.559 -0.243 -0.116
H 0.640 1.177 -1.794
O 0.964 3.287 -2.197
H 1.919 2.989 -2.364
H -1.409 2.307 -1.959
C -2.368 -0.496 1.095
O -1.260 -0.664 1.806
H -1.377 -1.677 1.985
H -3.328 -0.679 1.612
H -2.537 1.595 1.140
O -4.774 -1.624 -0.051
H -5.518 -1.152 -0.467
H -2.920 -4.430 1.886
H -3.436 -2.694 2.542
H -4.014 -3.583 0.890
```

Computed properties:
relative energy (zero: lowest compared OMol25 entry of this formula, charge and spin) = 529.8 kcal per mole
E_LUMO = -2.029 eV
total energy = -42107.148 eV
charge = +1

Atom charges from the natural (NBO) analysis, given in e for atoms 1 to 4:
1 C -0.42
2 N -0.68
3 H 0.38
4 C -0.11

---

No. 2
C50H91F12N16O2P2 | ωB97M-V/def2-TZVPD

The geometry in XYZ format:
```
173
Properties=species:S:1:pos:R:3
C -9.004 6.200 0.404
C -8.325 5.513 -0.890
N -6.960 5.090 -0.647
C -6.550 3.857 -0.127
C -5.143 3.895 0.016
N -4.705 5.143 -0.441
C -5.842 5.904 -0.632
C -3.300 5.535 -0.495
H -10.076 6.377 0.317
H -8.475 7.075 0.782
H -8.914 5.468 1.206
H -8.402 6.255 -1.686
H -8.891 4.612 -1.128
H -7.235 3.064 0.135
H -4.462 3.203 0.489
H -5.842 6.917 -1.007
H -3.297 6.621 -0.588
H -2.833 4.910 -1.256
H -2.856 5.232 0.454
C 0.558 3.656 -7.243
C 1.311 2.513 -6.392
N 2.745 2.942 -6.065
C 3.842 2.835 -6.961
C 4.965 3.298 -6.317
N 4.605 3.723 -5.087
C 3.259 3.444 -4.939
C 5.491 4.311 -4.096
H -0.309 3.347 -7.826
H 1.165 4.222 -7.950
H 0.386 4.521 -6.603
H 1.370 1.657 -7.065
H 0.711 2.279 -5.513
H 3.704 2.386 -7.934
H 6.018 3.308 -6.557
H 2.629 3.765 -4.123
H 5.708 5.336 -4.393
H 6.350 3.676 -3.879
H 4.916 4.364 -3.171
C -6.198 -1.423 -3.756
C -7.076 -0.894 -4.878
N -8.221 -1.733 -5.158
C -8.322 -2.916 -5.942
C -9.677 -3.279 -5.967
N -10.480 -2.264 -5.286
C -9.554 -1.405 -4.764
C -11.926 -2.113 -5.010
H -6.800 -1.406 -2.848
H -5.248 -0.906 -3.620
H -6.065 -2.499 -3.860
H -6.470 -0.753 -5.773
H -7.416 0.132 -4.732
H -7.431 -3.450 -6.237
H -10.074 -4.138 -6.488
H -9.643 -0.512 -4.163
H -12.057 -2.411 -3.969
H -12.331 -2.873 -5.679
H -12.171 -1.115 -5.373
C 0.681 1.509 8.704
C 0.830 2.262 7.369
N 1.728 3.396 7.386
C 2.952 3.447 6.806
C 3.604 4.637 7.127
N 2.655 5.388 7.939
C 1.480 4.571 8.054
C 2.978 6.495 8.771
H 0.040 0.627 8.694
H 0.522 2.176 9.552
H 1.641 1.014 8.853
H -0.132 2.588 6.972
H 1.416 1.566 6.770
H 3.295 2.679 6.128
H 4.483 5.198 6.846
H 0.606 4.713 8.673
H 3.242 7.389 8.206
H 3.909 6.325 9.312
H 2.270 6.655 9.585
C -3.649 -9.497 4.035
C -2.940 -8.225 3.459
N -1.579 -8.319 3.756
C -0.770 -7.210 3.609
C 0.574 -7.595 3.982
N 0.592 -8.960 4.092
C -0.727 -9.415 3.973
C 1.783 -9.737 4.632
H -3.688 -9.445 5.123
H -3.163 -10.371 3.602
H -4.688 -9.517 3.705
H -3.311 -7.397 4.062
H -3.018 -8.136 2.376
H -1.162 -6.274 3.239
H 1.475 -7.005 3.900
H -0.979 -10.418 4.283
H 2.704 -9.398 4.157
H 1.588 -10.803 4.511
H 1.841 -9.573 5.708
C 1.021 -5.336 -2.576
C -0.489 -4.915 -2.589
N -1.123 -5.237 -3.833
C -2.410 -5.838 -3.939
C -2.599 -5.921 -5.205
N -1.572 -5.332 -5.981
C -0.702 -4.875 -5.065
C -1.402 -5.272 -7.472
H 1.515 -4.870 -3.428
H 1.025 -6.411 -2.758
H 1.546 -5.153 -1.639
H -0.735 -3.872 -2.391
H -1.150 -5.427 -1.889
H -2.893 -6.128 -3.017
H -3.453 -6.281 -5.761
H 0.273 -4.459 -5.273
H -2.349 -5.143 -7.995
H -1.045 -6.225 -7.863
H -0.875 -4.385 -7.823
C 6.638 -2.590 -2.085
C 7.631 -3.435 -1.330
N 7.586 -4.816 -1.804
C 7.011 -5.863 -1.134
C 7.161 -6.933 -2.012
N 7.786 -6.529 -3.153
C 8.130 -5.235 -3.026
C 8.353 -7.470 -4.106
H 6.640 -2.859 -3.142
H 6.965 -1.551 -2.118
H 5.641 -2.584 -1.644
H 7.539 -3.423 -0.244
H 8.660 -3.101 -1.461
H 6.737 -5.616 -0.120
H 7.015 -8.003 -2.018
H 8.816 -4.674 -3.644
H 9.354 -7.119 -4.356
H 7.854 -7.404 -5.073
H 8.539 -8.480 -3.740
C 3.883 12.949 1.209
C 4.759 11.830 1.839
N 4.017 10.628 2.127
C 4.271 9.373 1.657
C 3.243 8.454 2.074
N 2.311 9.277 2.785
C 2.811 10.523 2.767
C 1.141 8.904 3.453
H 4.130 13.410 0.253
H 3.701 13.679 1.997
H 2.881 12.592 0.971
H 5.362 11.952 2.738
H 5.544 11.524 1.147
H 5.082 9.267 0.952
H 3.095 7.386 2.009
H 2.322 11.332 3.289
H 1.189 7.815 3.444
H 0.250 9.195 2.896
H 1.050 9.286 4.470
C 1.348 -0.441 1.248
C 1.264 0.772 0.409
O 2.025 1.690 0.779
O 0.549 0.824 -0.637
H 1.521 -0.096 2.268
H 1.984 -1.316 1.117
H 0.365 -0.898 1.357
P 6.221 -3.542 5.745
F 5.606 -3.582 4.312
F 6.251 -1.983 5.807
F 4.706 -3.763 6.388
F 6.760 -3.815 7.260
F 6.246 -5.147 5.491
F 7.685 -3.603 5.142
P -4.350 -1.600 3.755
F -5.744 -1.121 3.080
F -5.045 -3.023 4.230
F -3.844 -2.232 2.323
F -3.026 -2.189 4.564
F -3.528 -0.266 3.539
F -4.916 -1.118 5.211
```

Computed properties:
relative energy (zero: lowest compared OMol25 entry of this formula, charge and spin) = 58.0 kcal per mole
E_LUMO = -7.842 eV
total energy = -132409.657 eV
charge = +5

Atom charges from the Mulliken analysis, given in e for atoms 1 to 4:
1 C -1.01
2 C -0.47
3 N 0.20
4 C -0.45

---

No. 3
C6H2AlCl5O7P2 | ωB97M-V/def2-TZVPD

The geometry in XYZ format:
```
23
Properties=species:S:1:pos:R:3
Al -0.123 0.340 -0.593
O -3.418 -1.902 -1.335
P -2.805 -0.472 -1.507
O -3.195 0.363 -2.663
O -1.251 -0.736 -1.424
O -3.247 0.333 -0.156
P -2.690 1.924 0.027
O -3.181 2.612 -1.272
O -3.212 2.464 1.273
O -1.059 1.694 -0.062
H -4.331 -1.868 -0.961
H -3.160 2.039 -2.078
Cl 2.307 0.617 -1.972
C 2.555 -0.229 -0.418
C 1.405 -0.436 0.299
C 1.483 -0.873 1.586
Cl 0.015 -1.029 2.375
C 2.702 -1.007 2.183
Cl 2.787 -1.405 3.863
C 3.911 -0.834 1.455
Cl 5.402 -1.196 2.130
C 3.845 -0.331 0.120
Cl 5.260 -0.068 -0.870
```

Computed properties:
E_LUMO = -0.666 eV
total energy = -108384.120 eV
charge = 0

Atom charges from the natural (NBO) analysis, given in e for atoms 1 to 4:
1 Al 2.06
2 O -0.97
3 P 2.56
4 O -1.13

---

No. 4
C4H8Br2F6NOPdSb | ωB97M-V/def2-TZVPD

The geometry in XYZ format:
```
24
Properties=species:S:1:pos:R:3
Pd 0.742 0.343 0.376
N -3.269 0.361 1.314
C -2.060 0.778 0.990
O -1.057 0.360 1.606
C -1.908 1.778 -0.148
C -0.499 2.299 -0.254
H -3.370 -0.324 2.054
H -4.095 0.640 0.808
H -2.610 2.608 0.009
H -2.189 1.264 -1.074
H -0.205 3.000 0.529
H -0.171 2.548 -1.262
Br 3.184 0.983 -0.380
C 3.896 -0.117 1.067
Br 2.544 -0.230 2.469
H 4.799 0.356 1.458
H 4.076 -1.123 0.683
F 1.543 -1.870 -0.038
Sb 0.284 -2.411 -1.579
F -0.481 -0.487 -1.369
F 1.603 -1.419 -2.558
F -0.983 -2.573 -2.950
F 1.161 -4.062 -1.624
F -0.937 -2.702 -0.126
```

Computed properties:
multiplicity = 2
E_LUMO (alpha / beta) = -6.389 / -6.478 eV
total energy = -174217.094 eV
charge = +1

Atom charges from the natural (NBO) analysis, given in e for atoms 1 to 4:
1 Pd 1.09
2 N -0.74
3 C 0.72
4 O -0.67

---

No. 5
H5NO | ωB97M-V/def2-TZVPD

The geometry in XYZ format:
```
7
Properties=species:S:1:pos:R:3
N 0.000 0.000 0.000
H 0.760 0.636 0.263
H -0.853 0.565 -0.063
H 0.206 -0.335 -0.946
O 1.596 0.338 -2.861
H 0.867 -0.245 -2.551
H 1.191 0.886 -3.570
```

Computed properties:
relative energy (zero: lowest compared OMol25 entry of this formula, charge and spin) = 8.9 kcal per mole
E_LUMO = 0.751 eV
SMILES = N.O
total energy = -3618.534 eV
charge = 0

Atom charges from the natural (NBO) analysis, given in e for atoms 1 to 4:
1 N -1.05
2 H 0.37
3 H 0.36
4 H 0.33

---

No. 6
C9H26O10P2Si | ωB97M-V/def2-TZVPD

The geometry in XYZ format:
```
48
Properties=species:S:1:pos:R:3
C 0.734 -1.310 7.597
O -0.013 -1.114 6.382
P 0.894 -1.136 4.942
O -0.056 -0.270 4.165
O 0.624 -2.730 4.711
C -0.661 -3.288 4.951
O 2.174 -1.203 3.882
C 1.865 -1.153 2.489
H 0.036 -1.308 8.433
H 1.259 -2.269 7.576
H 1.452 -0.500 7.735
H -1.459 -2.579 4.730
H -0.735 -3.621 5.987
H -0.773 -4.158 4.304
H 1.654 -0.131 2.184
H 1.026 -1.805 2.249
H 2.744 -1.499 1.947
C -1.138 2.952 -6.770
O -1.495 2.985 -5.375
P -0.230 2.698 -4.276
O -1.112 2.165 -3.183
O 0.091 4.288 -4.112
C -0.967 5.233 -4.008
O 1.268 2.335 -3.644
C 1.395 2.374 -2.228
H -2.024 3.184 -7.357
H -0.364 3.694 -6.987
H -0.782 1.958 -7.046
H -1.838 4.815 -3.502
H -1.247 5.588 -5.000
H -0.600 6.082 -3.433
H 0.976 1.473 -1.785
H 0.919 3.259 -1.809
H 2.459 2.408 -1.993
O 3.102 -2.267 -0.495
C 2.064 -1.905 -0.895
O 1.290 -1.095 -0.150
C -0.095 -1.086 -0.560
C -0.683 -2.493 -0.932
Si -2.599 -2.336 -0.851
H 1.774 -2.250 -1.909
H -0.750 -0.677 0.225
H -0.196 -0.455 -1.465
H -0.364 -3.281 -0.228
H -0.399 -2.723 -1.974
H -3.118 -3.440 -0.033
H -3.094 -2.357 -2.242
H -3.007 -1.055 -0.248
```

Computed properties:
relative energy (zero: lowest compared OMol25 entry of this formula, charge and spin) = 128.6 kcal per mole
E_LUMO = -1.831 eV
SMILES = COP(=O)(OC)OC.COP(=O)(OC)OC.O=COCC[SiH3]
total energy = -56681.437 eV
charge = 0

Atom charges from the natural (NBO) analysis, given in e for atoms 1 to 4:
1 C -0.28
2 O -0.70
3 P 2.41
4 O -1.07